1 | The following is a DFT calculation (ωB97M-V/def2-TZVPD) of an isolated molecule of C5H8OS2.

Output
E_LUMO: -0.70 eV
Net charge: 0

Last columns: bonded neighbours and bond lengths (Å).
Element x y z (Å)
1 C -1.3694 -0.7134 0.2866  C2 1.655, H7 1.125, H8 1.104, S15 1.787
2 C -0.4504 -0.1038 -0.9469  C1 1.655, C5 1.496, H9 1.029, O14 1.495
3 C 1.7554 -0.7669 -0.0966  C4 1.386, H10 1.076, O14 1.340
4 C 2.0306 0.1210 0.9318  C3 1.386, H11 1.060, H12 1.209
5 C 0.0256 1.3104 -0.8465  C2 1.496, H13 1.091, S16 1.687
6 H -3.2841 0.7350 1.0122  S15 1.609
7 H -1.1616 -1.8040 0.1056  C1 1.125
8 H -0.9171 -0.4770 1.2654  C1 1.104
9 H -0.8897 -0.1905 -1.8736  C2 1.029
10 H 2.4449 -1.5850 -0.2077  C3 1.076
11 H 2.9459 0.1292 1.4669  C4 1.060
12 H 1.0727 0.5989 1.4937  C4 1.209
13 H 0.8747 1.5758 -1.4776  C5 1.091
14 O 0.7861 -0.9427 -1.0050  C2 1.495, C3 1.340
15 S -3.1208 -0.5054 0.0003  C1 1.787, H6 1.609
16 S -0.7428 2.6183 -0.1085  C5 1.687

Let us look at the natural (NBO) charges, expressed in e, one per atom:
1 C -0.5825
2 C 0.0050
3 C 0.1655
4 C -0.5705
5 C -0.2301
6 H 0.1707
7 H 0.2385
8 H 0.2468
9 H 0.2247
10 H 0.1864
11 H 0.2226
12 H 0.2060
13 H 0.2116
14 O -0.4977
15 S -0.0275
16 S 0.0304


2 | The following is a DFT calculation (ωB97M-V/def2-TZVPD) of an isolated molecule of C5H8OS2.

Output
E_LUMO: 0.65 eV
Net charge: 0

Last columns: bonded neighbours and bond lengths (Å).
Element x y z (Å)
1 C -1.5290 1.0190 -0.6455  H6 1.055, H7 1.075, O14 1.381, S16 1.769
2 C -1.7198 -0.9274 0.8317  H8 1.246, H9 1.036, O14 1.571, S15 1.922
3 C 1.0705 -0.7064 -0.5407  C4 1.575, C5 1.372, H10 1.145, S15 1.727
4 C 2.0372 -0.2201 0.6035  C3 1.575, C5 1.515, H11 1.069, H12 1.184
5 C 1.1509 0.6373 -0.2762  C3 1.372, C4 1.515, H13 1.132, S16 1.744
6 H -0.8766 0.6744 -1.3994  C1 1.055
7 H -2.0372 1.9091 -0.9696  C1 1.075
8 H -1.4885 -0.4488 1.9586  C2 1.246
9 H -2.2789 -1.7522 1.1145  C2 1.036
10 H 1.7331 -1.0881 -1.3930  C3 1.145
11 H 1.9975 -0.3720 1.6612  C4 1.069
12 H 3.1646 -0.2051 0.2404  C4 1.184
13 H 1.6980 1.3302 -0.9846  C5 1.132
14 O -2.4234 0.1103 -0.1152  C1 1.381, C2 1.571
15 S -0.3547 -1.6535 -0.3107  C2 1.922, C3 1.727
16 S -0.1439 1.6934 0.2249  C1 1.769, C5 1.744

Let us look at the natural (NBO) charges, expressed in e, one per atom:
1 C -0.2276
2 C -0.1974
3 C -0.4169
4 C -0.4109
5 C -0.4384
6 H 0.1804
7 H 0.2195
8 H 0.2258
9 H 0.2076
10 H 0.2714
11 H 0.2352
12 H 0.2095
13 H 0.2340
14 O -0.5380
15 S 0.2137
16 S 0.2319


Stability check: which of them is least stable? 2.


1 | The following is a DFT calculation (ωB97M-V/def2-TZVPD) of the ion C4H8N3O2 with charge +1.

Output
E_LUMO: -4.26 eV
Net charge: +1

Last columns: bonded neighbours and bond lengths (Å).
Element x y z (Å)
1 C -1.0459 1.0602 0.1528  C3 1.348, C4 1.518, H10 1.100
2 C -0.3106 -1.5332 0.1046  N5 1.281, N6 1.379, H11 1.092
3 C -1.9785 0.0998 -0.0069  C1 1.348, N5 1.416, O8 1.290
4 C 0.4133 0.7998 0.4804  C1 1.518, N6 1.489, O9 1.456, H12 1.054
5 N -1.5525 -1.2504 -0.0299  C2 1.281, C3 1.416
6 N 0.7195 -0.6516 0.3540  C2 1.379, C4 1.489, N7 1.550
7 N 2.0947 -1.0285 -0.2527  N6 1.550, H13 1.049, H14 1.087, H15 0.971
8 O -3.2476 0.2848 -0.1410  C3 1.290, H16 0.932
9 O 1.3654 1.5226 -0.3508  C4 1.456, H17 0.975
10 H -1.3198 2.1259 0.1585  C1 1.100
11 H -0.0024 -2.5712 -0.0337  C2 1.092
12 H 0.4994 1.0407 1.5028  C4 1.054
13 H 2.8223 -1.5664 0.2774  N7 1.049
14 H 2.4754 -0.0739 -0.6070  N7 1.087
15 H 1.8666 -1.4958 -1.0729  N7 0.971
16 H -3.6581 1.0150 0.2684  O8 0.932
17 H 0.8589 2.2222 -0.8040  O9 0.975

Let us look at the natural (NBO) charges, expressed in e, one per atom:
1 C -0.4201
2 C 0.2642
3 C 0.5037
4 C 0.2261
5 N -0.4266
6 N -0.2589
7 N -0.5456
8 O -0.6290
9 O -0.7445
10 H 0.2322
11 H 0.1989
12 H 0.1882
13 H 0.4593
14 H 0.4924
15 H 0.4282
16 H 0.5149
17 H 0.5165


2 | The following is a DFT calculation (ωB97M-V/def2-TZVPD) of the ion C4H8N3O2 with charge +1.

Output
E_LUMO (alpha / beta): -7.36 / -7.49 eV
Net charge: +1

Last columns: bonded neighbours and bond lengths (Å).
Element x y z (Å)
1 C -0.4388 -1.7299 -0.7403  N6 1.365, O9 1.434, H10 1.135, H11 1.197
2 C 0.3219 1.2404 -0.3044  C3 1.606, N5 1.471, H12 1.114, H13 1.061
3 C 1.0808 -0.1332 0.0351  C2 1.606, N6 1.373, H14 1.094, H15 1.165
4 C -1.5136 0.1435 0.8550  N5 1.398, N7 1.367, H16 1.032
5 N -0.7110 1.2826 0.7425  C2 1.471, C4 1.398, H17 1.026
6 N 0.2395 -1.1825 0.3108  C1 1.365, C3 1.373
7 N -2.3138 -0.2922 -0.1638  C4 1.367, O8 1.203, O9 1.380
8 O -3.5006 -0.1519 -0.3001  N7 1.203
9 O -1.6173 -1.0057 -1.1183  C1 1.434, N7 1.380
10 H -0.6721 -2.8200 -0.5272  C1 1.135
11 H 0.1584 -1.8349 -1.7726  C1 1.197
12 H 0.9085 2.1779 -0.1712  C2 1.114
13 H -0.1475 1.3996 -1.2422  C2 1.061
14 H 1.6963 -0.5430 -0.7712  C3 1.094
15 H 1.7247 0.1925 0.9503  C3 1.165
16 H -1.9340 0.0069 1.7873  C4 1.032
17 H -0.4827 1.9325 1.5032  N5 1.026

Let us look at the natural (NBO) charges, expressed in e, one per atom:
1 C 0.0059
2 C -0.2529
3 C -0.2817
4 C 0.1401
5 N -0.5243
6 N -0.3821
7 N 0.4834
8 O -0.0734
9 O -0.2540
10 H 0.2337
11 H 0.2367
12 H 0.2455
13 H 0.2173
14 H 0.2670
15 H 0.2276
16 H 0.2593
17 H 0.4521


3 | The following is a DFT calculation (ωB97M-V/def2-TZVPD) of the ion C4H8N3O2 with charge +1.

Output
E_LUMO: -5.37 eV
Net charge: +1

Last columns: bonded neighbours and bond lengths (Å).
Element x y z (Å)
1 C 1.2890 -0.6586 -0.2664  C2 1.486, N6 1.291, H10 1.073
2 C 2.7154 -0.6287 0.1492  C1 1.486, O8 1.176, O9 1.402
3 C -2.0069 -0.7192 0.7679  C4 1.521, H11 1.088, H12 1.086, H13 1.085
4 C -1.6984 -0.0035 -0.5377  C3 1.521, N7 1.409, H14 1.098, H15 1.103
5 N 1.8290 1.4364 -0.0285  N6 1.318, O9 1.369, H16 1.019
6 N 0.8750 0.5641 -0.2856  C1 1.291, N5 1.318, N7 1.709
7 N -0.7660 1.0369 -0.3584  C4 1.409, N6 1.709, H17 1.019
8 O 3.5084 -1.4782 0.3303  C2 1.176
9 O 2.9558 0.7421 0.3216  C2 1.402, N5 1.369
10 H 0.7176 -1.5326 -0.5116  C1 1.073
11 H -2.0237 0.0070 1.5779  C3 1.088
12 H -2.9892 -1.1780 0.7052  C3 1.086
13 H -1.2838 -1.4933 1.0041  C3 1.085
14 H -1.4889 -0.6879 -1.3702  C4 1.098
15 H -2.5879 0.5747 -0.8404  C4 1.103
16 H 1.6756 2.3125 0.4683  N5 1.019
17 H -0.7210 1.7061 -1.1256  N7 1.019

Let us look at the natural (NBO) charges, expressed in e, one per atom:
1 C -0.0458
2 C 0.6922
3 C -0.6278
4 C -0.2848
5 N -0.0818
6 N 0.0428
7 N -0.3044
8 O -0.4355
9 O -0.2653
10 H 0.2750
11 H 0.2354
12 H 0.2502
13 H 0.2137
14 H 0.2173
15 H 0.2813
16 H 0.4421
17 H 0.3954


Stability check: which of them is least stable? 2.